(1)
The following is a quantum chemistry calculation of a 12-piece molecular cluster, C36H77Br8N6O9 overall, from the Open Molecules 2025 dataset.

Properties
**E**: -626287.245 eV
**F_max**: 2.66 eV/Å
**Frontier orbital gap**: 0.19327 Ha
**Net charge**: -1
**Highest occupied orbital energy**: -3.91 eV

Positions of all 136 atoms, in Å:
C  -24.86092  -11.97412  -2.60156
C  -26.12615  -11.90972  -1.73922
N  -26.70466  -10.47568  -1.51867
C  -25.60605  -9.46347  -1.20917
C  -27.47737  -10.10786  -2.82175
C  -28.42524  -8.85236  -2.77421
C  -27.68979  -10.46061  -0.30223
C  -28.77978  -11.46500  -0.28214
O  -28.33668  -12.76695  -0.05155
C  -29.25364  -13.82941  -0.27439
H  -24.92384  -11.41188  -3.53324
H  -24.70038  -13.01466  -2.88369
H  -23.91917  -11.65464  -2.15531
H  -25.79184  -12.23379  -0.75366
H  -26.97400  -12.49687  -2.09206
H  -24.97507  -9.82812  -0.39861
H  -26.13151  -8.53973  -0.96689
H  -25.13369  -9.29472  -2.17690
H  -28.10269  -10.98483  -2.98904
H  -26.79987  -10.02497  -3.67158
H  -28.73192  -8.65751  -3.80186
H  -27.89047  -8.00749  -2.34025
H  -29.27930  -9.04754  -2.12569
H  -28.01492  -9.42062  -0.27358
H  -27.05103  -10.57459  0.57362
H  -29.36054  -11.28751  -1.18731
H  -29.55083  -11.29201  0.46862
H  -29.41232  -13.89592  -1.35072
H  -30.24543  -13.66353  0.14625
H  -28.74891  -14.75660  -0.00300
C  -30.86205  -6.37982  -4.16623
C  -30.53796  -7.10306  -5.46430
O  -29.56210  -6.79658  -6.15076
O  -31.40136  -7.94595  -5.85856
H  -31.28128  -7.03801  -3.40522
H  -31.57644  -5.57338  -4.33176
H  -30.04937  -5.80640  -3.72032
C  -23.06360  -6.73823  -3.26218
C  -24.20513  -7.21342  -4.20158
O  -24.01011  -7.71155  -5.33697
O  -25.38499  -7.14942  -3.77022
H  -22.67126  -5.84119  -3.74124
H  -22.28468  -7.49892  -3.20978
H  -23.41937  -6.54313  -2.25052
C  -24.27132  -14.45660  0.24482
O  -23.43831  -13.81603  -0.41844
N  -25.02176  -15.42813  -0.27908
C  -25.96451  -16.14402  0.50614
C  -24.84542  -15.91446  -1.66727
H  -24.41241  -14.31377  1.32736
H  -26.97530  -16.20632  0.10300
H  -26.07429  -15.75603  1.51882
H  -25.54795  -17.14749  0.59327
H  -25.84173  -16.08433  -2.07545
H  -24.32395  -15.17899  -2.27987
H  -24.22409  -16.80984  -1.64880
C  -26.83730  -6.16985  1.55590
O  -26.70709  -7.39629  1.32533
N  -27.72656  -5.62389  2.42329
C  -28.07722  -4.20484  2.39322
C  -28.59776  -6.53465  3.23998
H  -26.19869  -5.42844  1.05124
H  -27.41750  -3.72028  1.67344
H  -27.85906  -3.92337  3.42340
H  -29.13438  -4.03585  2.18840
H  -28.42345  -6.28934  4.28762
H  -29.66849  -6.47301  3.04546
H  -28.30580  -7.57935  3.13298
C  -31.05414  -16.82139  2.31137
O  -30.94181  -15.66197  2.07686
N  -31.16059  -17.80139  1.43730
C  -31.27061  -19.19608  1.85721
C  -31.17038  -17.59707  0.00430
H  -31.01127  -17.30079  3.30159
H  -30.76305  -19.34746  2.80988
H  -30.85927  -19.80701  1.05369
H  -32.32142  -19.39117  2.07129
H  -31.07844  -16.54739  -0.27464
H  -30.34327  -18.09408  -0.50263
H  -32.06214  -17.98148  -0.49078
C  -31.39351  -8.15792  0.60104
O  -30.49747  -8.92631  0.23785
N  -31.35333  -6.80707  0.45204
C  -32.28775  -5.87435  0.99616
C  -30.38586  -6.12272  -0.34729
H  -32.26510  -8.50153  1.17937
H  -31.84920  -5.02382  1.51807
H  -32.95660  -6.25349  1.76882
H  -32.85359  -5.50498  0.14089
H  -29.52245  -6.73819  -0.59992
H  -30.70588  -5.70600  -1.30228
H  -29.98118  -5.28272  0.21727
C  -29.94189  -10.43044  3.40990
C  -28.43082  -10.50062  3.41207
C  -27.90075  -10.86234  4.81821
C  -26.63724  -11.59421  4.73027
N  -25.65632  -12.20939  4.72017
H  -30.25082  -9.77175  4.22157
H  -30.43918  -11.39755  3.48417
H  -30.19484  -9.97476  2.45258
H  -27.94208  -9.56617  3.13634
H  -28.13289  -11.30546  2.74009
H  -28.61124  -11.51419  5.32654
H  -27.82248  -9.96657  5.43430
Br  -22.12318  -9.78905  1.03230
C  -21.13629  -10.95976  -0.29164
C  -19.78951  -10.23117  -0.63307
Br  -19.99322  -8.32230  -1.21299
H  -21.65728  -11.05162  -1.24466
H  -21.01293  -11.98309  0.06283
H  -19.23993  -10.76917  -1.40547
H  -19.28737  -10.15291  0.33121
Br  -21.70691  -10.69096  -4.40410
C  -20.53143  -12.27487  -3.89399
C  -21.48534  -13.43657  -3.52980
Br  -20.30688  -15.02569  -3.27331
H  -19.91472  -12.03981  -3.02653
H  -19.93450  -12.61596  -4.73983
H  -22.20584  -13.66706  -4.31455
H  -21.97860  -13.19956  -2.58713
Br  -27.91505  -14.17341  -3.96238
C  -26.39366  -15.06494  -4.97902
C  -26.57877  -14.80504  -6.49498
Br  -28.37329  -15.35388  -7.11784
H  -26.43815  -16.13560  -4.77953
H  -25.39797  -14.75127  -4.66546
H  -25.83270  -15.34726  -7.07591
H  -26.31506  -13.80050  -6.82586
Br  -34.74856  -9.66099  -2.08611
C  -33.10407  -9.18796  -3.13545
C  -32.53096  -10.32704  -4.01197
Br  -31.82978  -11.72837  -2.78545
H  -32.34913  -8.86657  -2.41791
H  -33.35704  -8.31676  -3.73970
H  -31.69253  -9.98014  -4.61594
H  -33.27669  -10.74407  -4.68879

Löwdin population analysis, charges in e, atoms 1 to 4: C -0.08; C -0.15; N -0.21; C 0.03

---

(2)
The following is a quantum chemistry calculation of a 14-piece molecular cluster, C36H78Cl27N7O4P overall, from the Open Molecules 2025 dataset.

Properties
**E**: -404605.713 eV
**F_max**: 3.90 eV/Å
**Frontier orbital gap**: 0.33704 Ha
**Net charge**: +1
**Highest occupied orbital energy**: -10.98 eV

Positions of all 153 atoms, in Å:
C  4.07560  -0.97326  2.53817
C  2.75037  -0.24636  2.64446
N  1.70468  -0.57358  1.64247
C  2.04300  -1.59535  0.66467
C  3.01039  -1.00312  -0.37706
O  2.31713  -0.17084  -1.26504
C  3.68550  -2.17638  -1.20437
N  3.46294  -2.01626  -2.63186
C  0.61421  0.08802  1.70328
N  -0.45282  -0.10162  0.81196
C  -1.28873  -1.26065  1.13538
C  -2.15428  -1.86244  0.00591
C  -1.55090  -1.94681  -1.38365
C  -1.64462  -3.38847  -1.87373
C  -3.09000  -3.69432  -2.30307
O  -3.48252  -2.94948  -3.41361
C  -4.53784  -2.05747  -3.14589
C  -1.22650  1.13664  0.72558
C  -1.44271  1.67882  -0.68720
C  -2.83901  2.27708  -0.88279
N  -2.86947  2.74784  -2.28573
N  -3.88891  1.29256  -0.78012
N  -3.04507  3.43236  -0.01430
C  -0.68804  2.06838  1.83959
C  -1.76774  2.71523  2.75030
C  -3.08944  1.97475  2.88181
C  -3.04013  0.60105  3.53350
Cl  -4.33824  -0.49809  3.00512
C  0.02866  3.33172  1.32260
C  1.38302  3.16272  0.63504
C  2.60211  3.28909  1.54378
O  1.52694  2.02730  -0.18646
N  0.21330  1.09947  2.50387
P  0.86759  1.38144  4.09148
C  -0.39554  0.98777  5.38519
O  1.07976  3.01125  4.33002
H  4.61834  -0.78054  3.46985
H  4.72296  -0.59906  1.75977
H  4.02028  -2.04322  2.44340
H  2.34823  -0.47658  3.60904
H  2.93720  0.81444  2.65232
H  2.44701  -2.47788  1.12407
H  1.19318  -1.94996  0.11203
H  3.76043  -0.38500  0.09028
H  2.79983  0.62968  -1.28303
H  3.17661  -3.08507  -0.88649
H  4.73811  -2.24174  -1.00226
H  4.25799  -2.35119  -3.13561
H  2.63763  -2.49288  -2.91021
H  -1.93888  -1.11133  1.99009
H  -0.59965  -2.05021  1.41331
H  -3.10181  -1.34366  0.02781
H  -2.34528  -2.87705  0.33490
H  -2.19561  -1.36190  -2.03054
H  -0.57543  -1.50359  -1.48471
H  -1.04944  -3.48606  -2.77086
H  -1.40923  -4.12834  -1.12114
H  -3.77859  -3.62653  -1.47286
H  -3.08301  -4.73747  -2.59019
H  -4.31304  -1.11895  -3.64124
H  -5.48208  -2.40548  -3.58129
H  -4.68148  -1.83380  -2.09779
H  -2.22139  0.73431  0.90070
H  -1.37870  0.88727  -1.41294
H  -0.74434  2.44336  -0.99411
H  -3.80039  3.09590  -2.40186
H  -2.20835  3.48981  -2.42356
H  -4.44197  1.26199  -1.61309
H  -4.46429  1.54187  0.00348
H  -2.71839  4.25870  -0.46234
H  -4.00768  3.56066  0.23770
H  -1.39329  2.96261  3.73469
H  -2.00218  3.65712  2.28613
H  -3.52959  1.87059  1.90383
H  -3.77814  2.59799  3.43699
H  -3.16385  0.72821  4.59558
H  -2.05748  0.18108  3.40038
H  0.14409  4.07327  2.09520
H  -0.64905  3.78414  0.61637
H  1.49002  4.02133  -0.02565
H  3.50751  3.30161  0.96489
H  2.49143  4.25212  2.02522
H  2.61382  2.55969  2.33527
H  1.28346  2.22137  -1.07243
H  0.12897  0.87428  6.32180
H  -0.82631  0.02539  5.15575
H  -1.11984  1.77476  5.53796
H  2.00648  3.15787  4.46303
C  -3.09939  7.22112  1.03251
Cl  -2.34498  5.97637  2.03551
Cl  -2.64375  7.03774  -0.67201
H  -4.17291  7.13517  1.11875
H  -2.77717  8.19438  1.37826
C  1.88955  -1.51948  -6.28198
Cl  3.38822  -2.44062  -6.40994
Cl  1.76898  -0.29604  -7.55337
H  1.05824  -2.19680  -6.36965
H  1.86732  -1.02509  -5.31702
C  1.35268  -4.02658  4.27811
Cl  0.77770  -2.44624  3.72189
Cl  3.11433  -4.04048  4.36949
H  0.94141  -4.22648  5.25940
H  1.03103  -4.78668  3.57814
C  -6.55257  8.16653  3.33864
Cl  -4.85166  8.10378  3.82548
Cl  -6.79805  7.49327  1.72075
H  -7.13750  7.59368  4.04578
H  -6.87673  9.19875  3.33832
C  4.02509  -4.79987  -9.49379
Cl  4.44798  -6.00521  -8.26853
Cl  5.03753  -4.95351  -10.93199
H  2.99019  -4.94131  -9.77744
H  4.16316  -3.81252  -9.07259
C  5.94451  0.03135  -5.70253
Cl  7.10883  0.75839  -6.81263
Cl  6.63156  -0.16793  -4.08200
H  5.07460  0.67232  -5.63752
H  5.65962  -0.94097  -6.08118
C  -4.03502  9.35769  -2.92859
Cl  -5.46986  10.28020  -2.46579
Cl  -4.31716  8.40150  -4.38856
H  -3.22077  10.04669  -3.11375
H  -3.78044  8.68441  -2.12046
C  -5.83883  -3.13367  -6.29633
Cl  -7.19839  -2.15447  -5.72437
Cl  -6.33534  -4.26808  -7.55569
H  -5.08136  -2.47483  -6.69858
H  -5.43689  -3.69395  -5.46093
C  -0.48497  2.66659  9.02414
Cl  0.95582  3.18510  8.13965
Cl  -0.31520  1.01523  9.62797
H  -0.63795  3.33298  9.86268
H  -1.33672  2.70748  8.35725
C  7.76986  -2.00757  3.56644
Cl  7.14362  -0.49313  4.23296
Cl  7.02355  -3.42001  4.32963
H  7.56358  -2.03121  2.50421
H  8.83735  -2.04833  3.73738
C  -6.21042  -6.28873  -1.98523
Cl  -5.74928  -5.75323  -3.60590
Cl  -4.80432  -6.40594  -0.91826
H  -6.90901  -5.57598  -1.56706
H  -6.67402  -7.26344  -2.05848
C  3.88602  -4.76030  8.22351
Cl  3.38235  -6.21678  9.08536
Cl  2.86648  -3.37396  8.63482
H  4.90899  -4.53108  8.49195
H  3.81315  -4.94180  7.15903
C  8.27853  -6.09086  -6.92079
Cl  9.87443  -6.07251  -7.67613
Cl  7.96012  -4.59258  -6.03528
H  7.52736  -6.20451  -7.69228
H  8.22946  -6.92093  -6.22839

Löwdin population analysis, charges in e, atoms 1 to 4: C -0.09; C -0.25; N 0.01; C -0.08

---

(3)
The following is a quantum chemistry calculation of a 7-piece molecular cluster, C36H78INO11P overall, from the Open Molecules 2025 dataset.

Properties
**E**: -79996.199 eV
**F_max**: 1.48 eV/Å
**Frontier orbital gap**: 0.27803 Ha
**Net charge**: +1
**Highest occupied orbital energy**: -11.34 eV

Positions of all 128 atoms, in Å:
C  5.27607  -0.67312  0.91565
C  5.71365  0.33457  1.99221
C  4.97078  1.66110  1.95094
C  3.44950  1.60290  2.33182
C  3.08269  0.34453  3.11555
C  2.61701  1.77746  1.07115
C  1.89232  0.74786  0.48923
C  1.15136  0.94542  -0.68998
C  0.34612  -0.17506  -1.27224
C  -0.89156  -0.55073  -0.41109
C  -1.59959  0.63313  0.25135
C  -1.44023  0.72787  1.76261
O  -1.40433  -0.60508  2.30953
C  -0.87149  -0.66860  3.54202
O  -1.39574  -0.24025  4.50731
C  1.18806  2.20107  -1.27626
P  0.35838  2.73129  -2.78844
O  0.60337  4.16434  -2.99167
O  -1.15920  2.36797  -2.62544
O  0.93785  1.82606  -3.95360
N  1.89058  3.19158  -0.68183
C  2.57170  3.04884  0.45740
C  3.22927  4.28147  0.99709
C  2.36897  5.13406  1.98556
C  2.87164  5.06585  3.43123
I  0.27846  4.61776  2.01126
H  5.07733  -1.64620  1.34921
H  4.41232  -0.32831  0.35366
H  6.07704  -0.82159  0.19692
H  6.76260  0.56138  1.81387
H  5.69008  -0.11099  2.97973
H  5.04374  2.04849  0.93584
H  5.49028  2.37271  2.59079
H  3.19334  2.43790  2.97602
H  3.05444  -0.55620  2.51741
H  3.79867  0.22939  3.92090
H  2.12003  0.49406  3.60041
H  1.87081  -0.23740  0.92366
H  0.09918  -0.00973  -2.31464
H  0.99474  -1.05102  -1.26226
H  -0.58366  -1.31237  0.29435
H  -1.58626  -1.01771  -1.10104
H  -1.31998  1.59292  -0.17303
H  -2.66153  0.52043  0.05439
H  -2.31450  1.22546  2.18018
H  -0.58209  1.31732  2.09223
H  0.11128  -1.14546  3.59985
H  -1.66063  3.05609  -3.09248
H  1.85342  1.56378  -3.80163
H  1.87008  4.11090  -1.12290
H  4.17389  4.05076  1.46609
H  3.42468  4.91678  0.13530
H  2.42954  6.16499  1.66733
H  2.41827  4.24848  3.97896
H  3.95647  5.03010  3.47782
H  2.54404  5.96836  3.93958
C  0.11430  -2.44385  -5.23163
C  -0.71034  -3.10513  -4.13856
C  -1.66273  -4.14340  -4.70852
O  -1.44244  -2.11053  -3.41575
H  -0.52983  -1.92344  -5.94093
H  0.78894  -1.69823  -4.80651
H  0.70835  -3.17454  -5.78136
H  -0.04866  -3.57910  -3.41087
H  -2.36315  -3.67463  -5.40491
H  -2.25005  -4.60267  -3.91287
H  -1.12204  -4.92716  -5.23986
H  -2.03816  -1.67722  -4.03710
C  0.53870  0.47362  -9.92350
C  -0.31140  -0.08731  -8.79469
C  -1.43848  0.86342  -8.42042
O  0.50225  -0.35990  -7.65085
H  1.00246  1.41600  -9.61882
H  1.34076  -0.21895  -10.17842
H  -0.05905  0.65772  -10.81664
H  -0.72973  -1.04813  -9.09661
H  -1.03170  1.81690  -8.07157
H  -2.03848  0.44675  -7.61018
H  -2.09173  1.05903  -9.27122
H  0.88726  0.47423  -7.36211
C  -4.28349  -4.24602  0.23848
C  -3.70046  -2.86640  0.49587
C  -4.03536  -2.35332  1.88518
O  -4.18481  -1.93778  -0.48724
H  -5.37369  -4.21929  0.31426
H  -4.03322  -4.58681  -0.76659
H  -3.90713  -4.97411  0.95756
H  -2.61714  -2.90169  0.37053
H  -5.11963  -2.26181  1.99923
H  -3.60861  -1.36590  2.02423
H  -3.66070  -3.01169  2.67004
H  -5.14312  -1.90386  -0.38929
C  -6.04500  1.55669  -0.75210
C  -5.66608  1.29270  -2.20177
C  -6.69581  0.41552  -2.89609
O  -4.37520  0.68444  -2.26704
H  -6.09236  0.61701  -0.19406
H  -5.29633  2.18652  -0.26914
H  -7.01447  2.05023  -0.67746
H  -5.57754  2.24099  -2.73390
H  -6.76329  -0.55703  -2.40055
H  -6.40872  0.23519  -3.93204
H  -7.68374  0.87695  -2.88409
H  -4.41923  -0.16034  -1.80051
C  -5.34922  1.16179  5.67425
C  -4.97652  0.36132  6.91395
C  -4.34489  1.24708  7.97739
O  -4.09079  -0.69895  6.56433
H  -4.45517  1.60874  5.22954
H  -5.79994  0.51266  4.92271
H  -6.05316  1.96059  5.91263
H  -5.86849  -0.11623  7.32090
H  -3.42356  1.69785  7.59765
H  -4.08352  0.65918  8.85717
H  -5.02073  2.04765  8.28162
H  -3.29085  -0.30434  6.19904
C  7.74864  -4.73269  3.95843
C  7.53139  -3.46385  3.15044
C  7.95019  -2.22966  3.93384
O  6.15740  -3.36567  2.75441
H  7.14488  -4.71234  4.86987
H  7.44576  -5.60817  3.38454
H  8.79509  -4.84736  4.24188
H  8.10313  -3.51868  2.22368
H  7.35339  -2.13596  4.84600
H  7.79255  -1.32719  3.34308
H  9.00198  -2.27886  4.21584
H  5.62925  -3.32628  3.55926

Löwdin population analysis, charges in e, atoms 1 to 4: C -0.07; C -0.25; C -0.15; C -0.27